{"formula": "C23H60O25S8", "method": "ωB97M-V/def2-TZVPD", "elements": ["C", "C", "O", "S", "C", "O", "O", "H", "H", "H", "H", "H", "H", "H", "H", "C", "C", "O", "S", "C", "O", "O", "H", "H", "H", "H", "H", "H", "H", "H", "C", "C", "O", "S", "C", "O", "O", "H", "H", "H", "H", "H", "H", "H", "H", "C", "C", "O", "S", "C", "O", "O", "H", "H", "H", "H", "H", "H", "H", "H", "C", "C", "O", "S", "C", "O", "O", "H", "H", "H", "H", "H", "H", "H", "H", "C", "C", "O", "S", "C", "O", "O", "H", "H", "H", "H", "H", "H", "H", "H", "C", "C", "O", "S", "C", "O", "O", "H", "H", "H", "H", "H", "H", "H", "H", "O", "S", "O", "O", "C", "C", "O", "H", "H", "H", "H"], "positions_angstrom": [[3.56285, -3.57115, -0.26405], [4.29029, -2.47065, 0.48216], [4.28232, -1.12906, 0.06526], [5.51309, -0.11692, 0.61870], [4.58445, 1.49711, 0.41195], [5.78799, -0.41037, 2.03728], [6.58941, -0.05949, -0.33376], [3.66671, -3.77106, -1.33052], [2.49377, -3.35930, -0.24747], [3.66961, -4.50793, 0.28289], [3.90771, -2.40392, 1.50063], [5.28315, -2.91844, 0.52473], [5.08694, 2.42706, 0.67805], [3.61425, 1.47439, 0.90824], [4.51375, 1.48510, -0.67569], [5.55405, 7.44380, 0.82010], [4.84889, 6.15551, 1.41404], [3.76814, 5.74250, 0.45209], [2.60255, 4.68860, 0.88848], [1.30801, 5.97074, 1.42617], [2.05706, 4.09527, -0.35677], [3.14111, 4.00623, 2.03249], [6.06432, 7.25845, -0.12509], [6.25155, 7.80511, 1.57577], [4.73691, 8.12731, 0.58944], [5.49514, 5.27799, 1.43442], [4.40854, 6.21740, 2.40921], [1.26327, 6.11310, 2.50591], [0.34317, 5.69224, 1.00235], [1.65746, 6.86768, 0.91480], [-3.37176, -2.11726, 3.28724], [-4.39267, -1.46033, 4.24997], [-4.83373, -0.43596, 3.50749], [-6.41872, -0.41536, 2.87788], [-7.33667, -0.20219, 4.53132], [-6.57798, 0.73911, 2.04765], [-6.74189, -1.74331, 2.34609], [-2.72739, -2.70384, 3.94208], [-2.72157, -1.31468, 2.93908], [-3.79490, -2.69878, 2.46817], [-5.13237, -2.03178, 4.81066], [-3.68759, -1.04848, 4.97201], [-8.31464, 0.15916, 4.21335], [-6.71587, 0.55144, 5.01583], [-7.34461, -1.16357, 5.04492], [-5.16411, 5.11620, -2.90377], [-4.85009, 4.16315, -1.75788], [-3.57068, 3.57268, -2.18149], [-2.73536, 2.77292, -0.85748], [-3.78439, 1.26015, -0.64974], [-1.35661, 2.35248, -1.38045], [-2.98715, 3.52265, 0.36904], [-4.31684, 5.66623, -3.31328], [-5.96607, 5.78338, -2.58782], [-5.52509, 4.36346, -3.60461], [-4.62803, 4.79390, -0.89710], [-5.62939, 3.43363, -1.53743], [-3.73533, 0.75795, -1.61592], [-4.78135, 1.62195, -0.39823], [-3.23538, 0.60778, 0.02931], [0.27764, -0.43470, -6.31646], [1.00112, -0.39564, -5.04277], [2.18047, -1.19065, -5.06534], [2.05691, -2.89612, -5.05717], [3.13327, -3.07924, -6.56337], [2.69189, -3.34153, -3.77740], [0.69292, -3.33644, -5.35245], [-0.69453, 0.05281, -6.24363], [0.07153, -1.43948, -6.68529], [0.91898, 0.16893, -6.95866], [1.25151, 0.63623, -4.79651], [0.38435, -0.70576, -4.19925], [2.50932, -2.62915, -7.33551], [3.15893, -4.13369, -6.83829], [4.05047, -2.50774, -6.42109], [-2.72387, -2.41206, -2.76846], [-2.84748, -3.88007, -2.26959], [-2.31629, -4.69625, -3.29584], [-2.12046, -6.29588, -2.93545], [-2.06162, -6.96377, -4.64709], [-0.83411, -6.50594, -2.30188], [-3.30622, -6.83234, -2.27221], [-3.42992, -2.37671, -3.59813], [-1.71065, -2.11338, -3.03729], [-3.00024, -1.54454, -2.16920], [-2.41622, -3.93663, -1.27014], [-3.92449, -4.04708, -2.28599], [-1.63723, -7.94150, -4.41895], [-1.42102, -6.20299, -5.09314], [-3.04827, -6.98887, -5.10969], [-0.02941, -0.86838, -1.39319], [1.07406, -0.00047, -0.78297], [1.38506, -0.26048, 0.60742], [0.21980, 0.00263, 1.80670], [1.02700, 1.41991, 2.77955], [-1.02129, 0.53151, 1.23521], [0.24073, -1.22179, 2.69932], [-0.63396, -1.43553, -0.68541], [0.41286, -1.63994, -2.02342], [-0.62142, -0.32371, -2.12869], [1.98349, -0.13814, -1.36787], [0.78425, 1.04878, -0.83946], [2.02590, 1.15099, 3.12302], [0.37830, 1.60775, 3.63513], [0.98499, 2.34500, 2.20462], [2.92609, -1.82335, 3.81796], [3.30739, -1.44173, 5.19326], [4.76504, -1.34922, 5.52431], [2.51070, -0.08720, 5.65399], [1.67270, -0.14501, 6.77182], [2.18955, -1.46134, 7.51491], [2.47689, -2.27986, 6.36431], [1.78901, 0.76608, 7.35874], [0.71201, -0.40114, 6.32508], [1.45802, -2.06295, 8.05439], [3.12777, -1.49224, 8.06888]], "forces_ev_per_angstrom": [[-2.36, 0.71, -0.65], [1.12, -1.83, 1.61], [1.36, 2.31, -1.04], [-1.13, 0.45, 1.85], [0.07, -1.35, -0.58], [-0.56, 0.28, -2.64], [-0.48, -0.47, 0.40], [1.07, 0.36, 0.01], [-0.36, -0.02, 0.30], [0.31, 0.15, 0.09], [-0.02, -0.61, 0.09], [0.63, 0.83, 0.26], [0.64, -0.62, 0.39], [0.12, -0.32, -0.16], [-0.50, 0.18, 0.01], [-1.49, -1.58, 0.65], [0.05, -0.60, -1.43], [-0.20, -0.22, -0.02], [-1.25, 2.51, -1.68], [0.84, -0.86, -0.74], [1.77, 0.80, 3.09], [-0.53, -0.78, -0.41], [0.05, -0.35, 0.22], [-0.13, 0.25, -0.16], [0.27, 0.42, 0.30], [0.32, 0.27, 0.09], [0.04, 0.62, -0.09], [0.20, -0.23, -0.14], [0.13, -0.24, 0.16], [-0.09, -0.02, 0.17], [0.01, -1.00, 1.51], [3.08, -2.11, 0.06], [-4.63, 4.20, -2.75], [0.26, -2.51, 1.88], [1.16, 0.17, -2.13], [0.58, -0.26, 0.57], [0.70, 2.00, 0.78], [0.17, -0.65, -0.43], [-0.26, 0.00, -0.26], [0.01, 0.07, 0.13], [-0.13, -0.35, -0.51], [-0.45, 0.37, 0.63], [0.04, -0.08, 0.37], [-0.41, -0.02, 0.22], [-0.08, 0.20, -0.15], [-1.00, -1.55, 0.05], [2.11, 1.87, 0.18], [0.92, -1.66, 2.58], [1.11, -1.56, -1.56], [1.39, 0.85, -1.27], [-4.72, 2.03, 1.66], [1.09, -0.25, -1.64], [0.00, -0.20, 0.36], [-0.04, 0.02, -0.27], [-0.25, 0.85, -0.98], [-0.17, -0.48, 0.43], [0.13, -0.05, -0.21], [-0.34, 0.14, -0.11], [0.23, -0.41, 0.32], [-0.35, 0.37, 0.52], [-0.46, 0.49, -1.17], [-0.90, -0.43, 1.92], [0.47, -2.02, -0.01], [0.82, 0.76, 2.11], [-1.64, 0.03, 0.72], [-1.44, 1.07, -3.65], [1.89, 0.69, 0.26], [0.05, 0.21, 0.11], [0.32, 0.11, -0.05], [-0.36, -0.33, -0.84], [0.65, -0.12, -0.05], [-0.12, -0.27, 0.03], [0.09, 0.32, 0.09], [0.62, 0.01, 0.47], [-0.04, -0.50, 0.08], [0.01, -0.16, -0.72], [-1.14, 2.56, 0.29], [0.89, -1.85, 0.19], [-0.86, -0.66, 0.20], [0.11, 1.29, 1.82], [-1.16, 0.49, -0.76], [1.22, 1.08, -0.65], [0.50, 0.32, -0.52], [0.03, -0.61, -0.55], [-0.47, -0.72, 0.99], [0.22, -0.82, -0.19], [0.04, -0.40, 0.76], [0.16, 0.10, -0.66], [0.30, -0.64, -0.54], [0.12, -0.02, 0.30], [0.59, -0.80, -0.55], [-1.09, 0.76, -0.11], [-1.39, -0.24, 1.64], [1.32, -1.22, 1.46], [-0.90, -0.84, -0.58], [1.59, -1.04, 0.61], [-0.36, 3.71, -2.93], [-0.19, 0.51, 0.13], [0.36, -0.30, 0.14], [-0.32, 0.42, 0.57], [0.26, -0.04, 0.59], [0.00, 0.05, -0.14], [-0.13, -0.13, -0.30], [-0.09, -0.45, 0.04], [0.25, -0.39, -0.41], [0.66, 0.85, 3.90], [1.36, -0.21, -0.02], [-4.41, -0.16, -0.65], [2.06, 0.76, -2.00], [0.72, -2.36, 1.04], [-0.01, -0.21, -1.34], [0.96, -0.69, -1.89], [-0.35, -0.09, -0.21], [-0.52, 0.51, 0.81], [-0.25, 0.53, 0.01], [-0.12, 1.07, 0.32]], "lowdin_charge": [-0.059, -0.297, -0.264, 0.698, -0.090, -0.307, -0.297, 0.061, 0.068, 0.086, 0.102, 0.117, 0.060, 0.040, 0.062, -0.043, -0.188, -0.322, 0.650, -0.073, -0.299, -0.311, 0.075, 0.075, 0.070, 0.104, 0.108, 0.061, 0.057, 0.054, -0.048, -0.344, -0.280, 0.695, -0.075, -0.284, -0.307, 0.076, 0.063, 0.080, 0.120, 0.118, 0.061, 0.063, 0.058, -0.072, -0.283, -0.286, 0.763, -0.088, -0.341, -0.322, 0.086, 0.080, 0.076, 0.102, 0.115, 0.054, 0.056, 0.052, -0.086, -0.313, -0.273, 0.727, -0.088, -0.317, -0.314, 0.089, 0.069, 0.088, 0.132, 0.090, 0.057, 0.068, 0.074, -0.058, -0.263, -0.268, 0.649, -0.089, -0.287, -0.309, 0.078, 0.050, 0.059, 0.126, 0.115, 0.068, 0.058, 0.071, -0.081, -0.230, -0.279, 0.739, -0.075, -0.323, -0.334, 0.082, 0.063, 0.061, 0.121, 0.096, 0.058, 0.061, 0.042, -0.247, 0.766, -0.264, -0.251, -0.141, -0.127, -0.246, 0.133, 0.130, 0.128, 0.124], "orbital_gap_ev": 10.15, "total_energy_ev": -162682.448, "lumo_ev": 0.247, "homo_ev": -9.9067}